The following is a DFT calculation (wB97M-V/def2-TZVPD) of a molecular structure, BH2NO5.

XYZ file:
```
9
Properties=species:S:1:pos:R:3
B -0.5281 0.3508 -0.2162
N 1.3227 -0.5587 0.6483
O 2.3027 -1.1017 1.0182
O 0.7082 -0.8431 -0.4365
O -0.2257 1.4322 -0.9195
O -1.6951 -0.2402 -0.0158
O 0.7460 0.3298 1.2603
H -0.9058 1.8165 -1.4736
H -1.7248 -1.1857 0.1347
```

Results
2S+1: 1
relative energy (zero: lowest compared OMol25 entry of this formula, charge and spin): 8.2 kcal/mol
orbital gap: 11.63 eV
lowest unoccupied orbital energy: 0.0084 Ha
total energy: -457.00329 hartree

Atomic partial charges in e from the Löwdin method, atoms 1 to 5: atom 1 (B): -0.708, atom 2 (N): -0.474, atom 3 (O): 0.165, atom 4 (O): 0.129, atom 5 (O): 0.246